[1]
{"formula": "C2H8N4O2", "method": "the ωB97M-V functional and the def2-TZVPD basis", "homo_ha": -0.3440, "smiles": "[H]/N=N\\CN.NC(=O)O", "relative_energy_ev": 4.0806, "e_lumo_ev": -0.5400, "e_tot_ev": -12256.9752, "molar_mass_g_mol": 120.1, "gap_ev": 8.821, "elements": ["C", "N", "N", "N", "H", "H", "H", "H", "H", "C", "N", "O", "O", "H", "H", "H"], "xyz": [[-0.47, 1.49, 0.17], [-1.57, 2.26, -0.29], [-0.55, -0.04, -0.33], [-0.62, -0.24, -1.55], [-0.12, 0.44, -2.15], [-1.64, 2.21, -1.30], [-2.44, 1.87, 0.07], [0.48, 1.92, -0.13], [-0.51, 1.39, 1.26], [1.45, -1.28, 0.86], [0.52, -2.27, 0.91], [2.02, -1.18, -0.36], [2.07, -0.91, 1.87], [1.41, -0.87, -1.05], [0.16, -2.48, 1.83], [-0.18, -2.33, 0.18]]}

---

[2]
{"formula": "C25H30CrN8S", "method": "the ωB97M-V functional and the def2-TZVPD basis", "homo_ha": [-0.6151, -0.6152], "charge": 3, "multiplicity": 4, "e_lumo_ev": [-9.5268, -9.9329], "e_tot_ev": -77568.5833, "molar_mass_g_mol": 526.6, "gap_ev": [7.211, 6.808], "elements": ["Cr", "C", "C", "N", "C", "C", "N", "C", "C", "N", "C", "C", "N", "C", "C", "C", "C", "C", "C", "C", "N", "H", "H", "H", "H", "H", "H", "H", "H", "H", "H", "H", "H", "H", "H", "H", "H", "H", "H", "H", "H", "H", "H", "H", "N", "C", "C", "C", "C", "C", "C", "N", "C", "C", "C", "S", "C", "N", "H", "H", "H", "H", "H", "H", "H"], "xyz": [[-0.47, 0.34, 0.33], [-2.51, -3.29, -0.80], [-1.75, -2.02, -0.68], [-1.33, -1.50, 0.42], [-1.44, -2.13, 1.73], [-0.43, -1.45, 2.65], [-0.35, 0.03, 2.44], [-1.37, 0.84, 3.15], [-2.64, 0.93, 2.32], [-2.29, 1.37, 0.94], [-2.17, 2.86, 0.79], [-0.76, 3.26, 0.35], [-0.36, 2.20, -0.56], [-0.39, 2.27, -1.84], [-0.39, 3.49, -2.68], [-0.64, 0.93, -2.49], [-0.78, 0.66, -3.84], [-1.29, -0.59, -4.20], [-1.67, -1.51, -3.23], [-1.45, -1.19, -1.90], [-0.94, 0.00, -1.58], [-2.98, -3.58, 0.14], [-1.84, -4.09, -1.11], [-3.29, -3.20, -1.56], [-1.21, -3.20, 1.67], [-2.46, -2.04, 2.10], [0.56, -1.84, 2.44], [-0.66, -1.66, 3.70], [0.56, 0.31, 2.79], [-0.95, 1.84, 3.29], [-1.58, 0.43, 4.14], [-3.35, 1.62, 2.79], [-3.14, -0.04, 2.25], [-3.04, 1.07, 0.33], [-2.42, 3.34, 1.74], [-2.89, 3.18, 0.05], [-0.08, 3.27, 1.20], [-0.76, 4.26, -0.09], [-0.23, 4.40, -2.11], [-1.32, 3.57, -3.25], [0.42, 3.40, -3.42], [-0.54, 1.39, -4.59], [-1.43, -0.83, -5.25], [-2.10, -2.46, -3.51], [3.43, -1.28, 0.37], [3.73, 0.04, 0.67], [4.93, 0.63, 1.05], [4.89, 1.99, 1.27], [3.70, 2.72, 1.09], [2.52, 2.12, 0.71], [2.54, 0.73, 0.50], [1.52, -0.18, 0.12], [2.13, -1.36, 0.04], [1.62, -2.68, -0.37], [2.00, -3.84, 0.24], [1.48, -5.18, -0.68], [0.79, -4.10, -1.80], [0.91, -2.83, -1.54], [4.09, -2.03, 0.27], [5.83, 0.06, 1.17], [5.79, 2.51, 1.56], [3.72, 3.79, 1.25], [1.65, 2.72, 0.54], [2.57, -3.97, 1.15], [0.29, -4.48, -2.69]]}

---

[3]
{"formula": "C26H38BrF5N2S2", "method": "the ωB97M-V functional and the def2-TZVPD basis", "homo_ha": -0.3377, "e_lumo_ev": -1.2349, "e_tot_ev": -135859.1179, "molar_mass_g_mol": 617.6, "gap_ev": 7.954, "elements": ["C", "C", "C", "C", "C", "C", "C", "C", "C", "C", "C", "C", "C", "C", "C", "C", "C", "C", "C", "C", "S", "C", "C", "F", "F", "C", "F", "F", "F", "C", "N", "S", "N", "C", "C", "Br", "H", "H", "H", "H", "H", "H", "H", "H", "H", "H", "H", "H", "H", "H", "H", "H", "H", "H", "H", "H", "H", "H", "H", "H", "H", "H", "H", "H", "H", "H", "H", "H", "H", "H", "H", "H", "H", "H"], "xyz": [[-0.73, -3.85, 7.16], [-1.77, -3.06, 6.33], [-1.49, -3.20, 4.84], [-2.50, -2.50, 3.93], [-2.50, -0.98, 4.06], [-3.81, -0.26, 3.68], [-4.67, -0.84, 2.56], [-4.23, -0.44, 1.15], [-2.91, -1.04, 0.70], [-2.56, -0.69, -0.76], [-1.04, -0.80, -1.01], [-0.66, -1.69, -2.22], [0.54, -2.62, -2.00], [1.88, -2.21, -2.65], [1.81, -1.70, -4.10], [2.50, -0.34, -4.35], [1.54, 0.77, -4.81], [0.85, 1.49, -3.64], [1.58, 2.73, -3.17], [2.33, 2.77, -1.93], [2.37, 1.25, -1.01], [2.99, 3.91, -1.50], [3.81, 4.01, -0.21], [3.27, 3.33, 0.82], [3.88, 5.29, 0.20], [5.28, 3.57, -0.41], [5.88, 4.40, -1.26], [5.93, 3.62, 0.75], [5.38, 2.34, -0.89], [2.92, 5.08, -2.32], [3.48, 6.28, -2.11], [3.09, 7.22, -3.32], [2.19, 6.22, -4.20], [2.19, 5.06, -3.54], [1.52, 3.87, -3.95], [0.55, 3.97, -5.55], [-0.25, -3.20, 7.88], [-1.20, -4.69, 7.67], [0.06, -4.24, 6.52], [-1.68, -2.02, 6.63], [-2.77, -3.43, 6.54], [-1.51, -4.25, 4.57], [-0.48, -2.85, 4.62], [-3.49, -2.93, 4.07], [-2.20, -2.75, 2.91], [-1.65, -0.56, 3.52], [-2.31, -0.75, 5.10], [-3.54, 0.75, 3.35], [-4.39, -0.12, 4.59], [-5.67, -0.41, 2.68], [-4.81, -1.92, 2.63], [-5.00, -0.75, 0.44], [-4.20, 0.64, 1.11], [-2.91, -2.12, 0.81], [-2.12, -0.59, 1.30], [-3.11, -1.33, -1.44], [-2.86, 0.35, -0.89], [-0.53, -1.17, -0.12], [-0.68, 0.21, -1.16], [-1.53, -2.32, -2.42], [-0.56, -1.06, -3.10], [0.71, -2.65, -0.93], [0.29, -3.63, -2.28], [2.49, -3.10, -2.65], [2.39, -1.51, -1.99], [0.80, -1.69, -4.48], [2.36, -2.41, -4.71], [3.00, 0.00, -3.44], [3.26, -0.45, -5.12], [2.02, 1.46, -5.49], [0.76, 0.27, -5.38], [-0.16, 1.80, -3.92], [0.75, 0.79, -2.82], [1.79, 1.64, 0.13]]}

---

[4]
{"formula": "C25H22BN4O8", "method": "the ωB97M-V functional and the def2-TZVPD basis", "homo_ha": -0.0517, "charge": -1, "relative_energy_ev": 10.8484, "e_lumo_ev": 1.2143, "e_tot_ev": -49279.5108, "molar_mass_g_mol": 517.3, "gap_ev": 2.622, "elements": ["C", "C", "C", "C", "C", "B", "C", "C", "C", "C", "C", "O", "C", "C", "C", "C", "C", "O", "C", "C", "C", "C", "C", "O", "O", "H", "H", "H", "H", "H", "H", "H", "H", "H", "H", "H", "H", "H", "H", "H", "H", "H", "H", "H", "H", "O", "N", "C", "C", "C", "N", "O", "O", "N", "C", "N", "C", "O", "H", "H"], "xyz": [[-3.53, -1.42, 1.98], [-2.09, -1.31, 2.04], [-1.20, -2.09, 2.80], [0.07, -1.68, 2.46], [-0.03, -0.65, 1.34], [-0.58, 0.61, -3.50], [0.71, 0.60, 1.56], [0.18, 1.59, 2.47], [1.26, 2.14, 3.16], [2.39, 1.39, 2.80], [3.76, 1.49, 3.22], [2.06, 0.41, 1.93], [0.44, -1.50, 0.26], [-0.27, -2.48, -0.41], [0.73, -3.38, -0.84], [1.96, -2.82, -0.55], [3.33, -3.26, -0.64], [1.78, -1.66, 0.14], [-1.68, 0.08, -2.59], [-2.84, -0.57, -2.98], [-3.94, 0.11, -2.41], [-3.42, 1.03, -1.51], [-4.08, 2.07, -0.76], [-2.07, 0.92, -1.48], [-1.46, -0.40, 1.27], [-3.90, -1.47, 3.01], [-4.02, -0.61, 1.42], [-3.76, -2.39, 1.50], [-1.55, -2.81, 3.57], [0.99, -2.25, 2.69], [-0.89, 1.81, 2.63], [1.23, 2.99, 3.84], [3.94, 2.50, 3.59], [3.95, 0.78, 4.02], [4.43, 1.26, 2.38], [-1.34, -2.53, -0.56], [0.56, -4.39, -1.17], [3.34, -4.29, -1.00], [3.90, -2.64, -1.34], [3.81, -3.21, 0.35], [-2.90, -1.38, -3.69], [-4.98, 0.07, -2.68], [-5.04, 2.29, -1.22], [-4.32, 1.80, 0.27], [-3.53, 3.02, -0.72], [-0.54, 3.02, 0.21], [-0.57, 2.90, -1.03], [0.00, 1.78, -1.65], [0.75, 0.83, -0.92], [1.88, 0.43, -1.65], [3.19, 0.28, -1.11], [3.68, 0.16, -0.01], [4.05, 0.33, -2.21], [3.37, 0.59, -3.41], [2.09, 0.76, -3.02], [1.19, 1.41, -3.78], [0.14, 2.03, -3.09], [-1.13, 3.74, -1.77], [0.77, 1.00, 0.27], [-0.26, 2.96, -3.46]]}

---

[5]
{"formula": "C4BrClO2", "method": "the ωB97M-V functional and the def2-TZVPD basis", "homo_ha": -0.3423, "relative_energy_ev": 3.3360, "e_lumo_ev": -1.6907, "e_tot_ev": -90802.0003, "molar_mass_g_mol": 195.4, "gap_ev": 7.623, "elements": ["C", "C", "C", "C", "O", "O", "Cl", "Br"], "xyz": [[1.05, -0.69, -0.34], [-1.08, -0.01, -0.51], [1.13, -0.07, 0.82], [-0.71, 1.23, -0.31], [1.45, 0.63, 1.70], [-0.43, 2.32, -0.63], [0.94, -2.24, -0.86], [-2.35, -1.15, 0.14]]}

---

[6]
{"formula": "C8H10Cl2", "method": "the ωB97M-V functional and the def2-TZVPD basis", "homo_ha": -0.3493, "smiles": "C[C@]1(Cl)[C@@H]2C=C[C@@H](C2)[C@@H]1Cl", "relative_energy_ev": 1.4577, "e_lumo_ev": 0.8583, "e_tot_ev": -33501.8469, "molar_mass_g_mol": 177.1, "gap_ev": 10.363, "elements": ["C", "C", "C", "C", "C", "C", "C", "C", "Cl", "Cl", "H", "H", "H", "H", "H", "H", "H", "H", "H", "H"], "xyz": [[-0.25, -1.45, 0.79], [0.37, -1.42, -0.35], [1.47, 0.05, 1.00], [0.10, -0.22, 1.57], [0.96, 0.02, -0.47], [-0.80, 0.89, 1.02], [-0.23, 1.03, -0.44], [-1.26, 0.84, -1.54], [-2.48, 0.46, 1.16], [0.52, 2.57, -0.74], [-0.68, -2.42, 1.28], [0.38, -2.27, -0.99], [1.71, 1.12, 1.21], [2.20, -0.73, 1.34], [0.03, -0.24, 2.68], [1.76, 0.12, -1.24], [-0.69, 1.81, 1.55], [-1.73, 1.75, -1.75], [-1.98, 0.04, -1.40], [-0.65, 0.68, -2.48]]}

---

Looking at max |F| for the records above, in order, we have 4.0, 0.4, 1.1, 6.8, 3.4, 5.0 eV/Å.